The following is a DFT calculation (wB97M-V/def2-TZVPD) of a molecular structure, C70H51Cl4N4OPSe2Ta at a distorted geometry.

```
134
Properties=species:S:1:pos:R:3:forces:R:3:lowdin_charge:R:1
Ta -0.8548 0.3009 0.0912 -1.87 0.60 -0.58 1.67
Cl -7.5176 -5.1984 -3.5393 -0.10 -0.09 -0.09 0.70
C -6.5241 -3.9861 -2.8215 0.16 0.21 0.12 -0.67
C -7.0724 -3.0961 -1.9093 -0.07 -0.11 -0.11 -0.09
C -6.2667 -2.1446 -1.3094 0.18 0.06 -0.05 -0.02
C -4.9126 -2.0820 -1.6134 -0.09 -0.08 -0.11 -0.22
C -4.3786 -2.9688 -2.5428 -0.09 0.14 0.06 -0.01
C -5.1786 -3.9147 -3.1528 -0.12 -0.10 -0.04 -0.08
C -3.9761 -1.1753 -0.9042 0.17 0.23 0.08 -0.06
C -3.8158 0.1409 -1.3345 -0.17 -0.45 0.07 -0.22
C -4.5841 0.7580 -2.3767 0.27 0.28 0.09 0.03
C -3.9740 1.9364 -2.6675 -0.08 -0.34 0.12 0.02
C -2.8470 2.0539 -1.7890 0.23 0.40 -0.16 -0.23
C -1.8506 3.0332 -1.8619 -0.07 -0.25 0.32 -0.06
C -1.7154 3.8792 -3.0673 -0.02 0.10 -0.13 -0.21
C -0.5576 3.7182 -3.8290 -0.22 -0.02 0.07 -0.04
C -0.3630 4.4573 -4.9781 0.01 0.10 -0.11 -0.08
C -1.3238 5.3787 -5.3696 -0.04 -0.18 0.28 -0.67
Cl -1.1002 6.2843 -6.8172 0.03 0.12 -0.14 0.70
C -2.4589 5.5773 -4.5982 0.03 0.06 -0.17 -0.08
C -2.6526 4.8305 -3.4503 0.11 -0.13 0.06 -0.02
C -0.9005 3.2483 -0.8614 -0.29 0.19 -0.53 -0.27
N -0.7560 2.5057 0.2790 -0.23 -1.61 0.03 -0.06
C 0.0842 3.2133 1.1028 0.36 0.08 0.57 -0.26
C 0.3454 2.9012 2.4382 -0.24 -0.22 -0.25 -0.05
C 1.2104 3.7938 3.2311 0.20 0.11 0.16 -0.19
C 0.9643 5.1569 3.3843 0.00 -0.17 0.04 -0.02
C 1.8066 5.9399 4.1516 0.12 0.06 0.08 -0.08
C 2.9120 5.3694 4.7677 -0.20 -0.21 -0.18 -0.67
Cl 3.9579 6.3400 5.7314 0.11 0.13 0.08 0.70
C 3.1729 4.0144 4.6213 0.04 0.13 0.11 -0.08
C 2.3184 3.2362 3.8680 -0.05 0.10 -0.15 -0.02
C -0.1898 1.7857 3.0963 0.05 0.32 -0.13 -0.24
C -0.1781 1.6028 4.5224 -0.07 -0.22 -0.09 0.03
C -0.7741 0.4125 4.7683 0.16 0.11 -0.22 0.03
C -1.1510 -0.1280 3.4926 -0.12 -0.30 -0.05 -0.24
N -0.8057 0.7331 2.4960 -0.17 -0.26 -1.55 0.03
C -1.7511 -1.3753 3.3117 0.00 0.14 -0.30 -0.07
C -2.2749 -1.8329 2.1057 0.20 -0.08 0.62 -0.27
C -2.9992 -3.0595 1.9603 0.01 0.23 -0.30 0.04
C -3.6277 -3.0064 0.7603 0.28 0.10 0.12 0.04
C -3.2990 -1.7410 0.1749 -0.34 0.05 -0.46 -0.24
N -2.4084 -1.0766 0.9709 1.26 1.22 -0.65 -0.05
C -2.0199 -2.1865 4.5227 -0.01 -0.09 0.17 -0.22
C -1.3251 -3.3540 4.8091 -0.07 0.14 0.01 -0.03
C -1.5761 -4.0516 5.9774 -0.07 -0.05 0.15 -0.09
C -2.5324 -3.5815 6.8645 0.01 0.11 -0.16 -0.67
Cl -2.8130 -4.4161 8.3507 -0.02 -0.07 0.04 0.69
C -3.2668 -2.4406 6.5703 0.06 -0.10 0.11 -0.08
C -3.0090 -1.7521 5.4004 0.08 -0.13 -0.05 -0.02
C 0.5419 4.3881 0.4227 -0.16 -0.26 -0.24 0.02
C -0.0684 4.4088 -0.7905 0.12 -0.19 0.27 0.03
N -2.8166 0.9848 -0.9411 1.49 -0.42 1.21 0.00
H -8.1204 -3.1574 -1.6647 -0.12 -0.02 0.01 0.11
H -6.6874 -1.4593 -0.5879 -0.05 0.05 0.08 0.13
H -3.3246 -2.9144 -2.7744 0.11 -0.03 -0.02 0.11
H -4.7610 -4.6011 -3.8712 0.01 -0.11 -0.09 0.11
H -5.4651 0.3316 -2.8189 -0.09 -0.05 -0.10 0.12
H -4.2513 2.6519 -3.4165 -0.05 0.12 -0.11 0.12
H 0.1852 2.9999 -3.5091 0.06 -0.09 0.00 0.12
H 0.5298 4.3252 -5.5662 0.11 -0.01 -0.13 0.11
H -3.1830 6.3151 -4.8990 -0.11 0.12 -0.05 0.11
H -3.5199 5.0076 -2.8320 -0.13 0.00 0.02 0.13
H 0.0943 5.6085 2.9299 -0.07 0.00 -0.05 0.13
H 1.6039 6.9910 4.2788 0.00 0.12 0.04 0.11
H 4.0336 3.5715 5.0960 0.11 -0.01 0.08 0.11
H 2.5163 2.1810 3.7516 0.06 -0.08 -0.02 0.11
H 0.2017 2.3051 5.2352 0.10 0.16 0.15 0.12
H -0.9529 -0.0600 5.7126 -0.03 -0.04 0.22 0.12
H -3.0397 -3.8329 2.6991 -0.11 -0.16 0.18 0.12
H -4.2886 -3.7293 0.3303 -0.20 -0.16 -0.10 0.12
H -0.5818 -3.7218 4.1199 0.14 -0.04 -0.09 0.12
H -1.0277 -4.9516 6.2047 0.05 -0.10 0.05 0.11
H -4.0216 -2.0941 7.2577 -0.09 0.01 0.07 0.11
H -3.5810 -0.8717 5.1492 -0.06 0.14 0.05 0.13
H 1.2266 5.1102 0.8191 0.09 0.13 0.10 0.12
H -0.0047 5.1615 -1.5494 0.03 0.17 -0.13 0.12
Se 1.7946 1.0343 -0.8724 -0.81 -0.44 0.26 0.50
P 2.0303 -1.1397 -0.9224 0.60 -0.37 -0.37 0.34
Se 0.3537 -2.2446 -0.0265 -0.17 0.84 -0.07 0.50
C 2.3942 -1.7188 -2.6189 -0.35 0.19 0.24 -0.38
C 3.1587 -0.9217 -3.4610 -0.03 0.06 0.06 -0.12
C 3.5421 -1.4031 -4.7002 0.12 0.01 0.00 -0.08
C 3.1603 -2.6737 -5.1006 -0.10 -0.01 -0.01 -0.07
C 2.3900 -3.4640 -4.2617 0.07 -0.09 0.00 -0.08
C 2.0119 -2.9916 -3.0162 -0.06 0.03 0.14 -0.10
C 3.5994 -1.6342 -0.1367 -0.34 0.17 -0.06 -0.39
C 4.7414 -0.9050 -0.4415 -0.11 -0.15 -0.05 -0.11
C 5.9673 -1.3283 0.0347 0.05 0.00 -0.09 -0.07
C 6.0507 -2.4570 0.8339 -0.07 -0.06 0.06 -0.06
C 4.9054 -3.1727 1.1474 0.08 -0.07 0.04 -0.06
C 3.6769 -2.7681 0.6547 -0.17 -0.04 -0.10 -0.11
H 3.4303 0.0808 -3.1580 0.02 0.06 -0.03 0.08
H 4.1298 -0.7802 -5.3583 0.05 0.04 -0.05 0.11
H 3.4432 -3.0407 -6.0748 0.06 -0.05 -0.09 0.11
H 2.0896 -4.4542 -4.5713 -0.03 -0.06 -0.04 0.11
H 1.4159 -3.5996 -2.3470 -0.05 -0.06 -0.07 0.08
H 4.6546 -0.0072 -1.0390 0.12 0.06 -0.05 0.09
H 6.8610 -0.7802 -0.2180 0.10 0.11 0.01 0.11
H 7.0072 -2.7785 1.2180 0.08 -0.03 0.01 0.11
H 4.9721 -4.0545 1.7670 0.01 -0.08 0.07 0.11
H 2.7702 -3.3216 0.8745 0.10 -0.05 0.05 0.07
C 1.7948 -1.9452 3.3948 -0.22 -0.12 -0.07 -0.01
C 2.2945 -0.7451 2.6456 -0.87 -0.04 -0.28 -0.39
O 1.5759 -0.2064 1.8054 1.05 -0.01 1.10 -0.18
C 3.6604 -0.2761 2.9258 0.67 0.45 -0.03 -0.16
C 4.2269 0.6936 2.0930 -0.21 -0.03 0.15 -0.05
C 5.5394 1.0887 2.2552 0.01 0.10 0.11 -0.07
C 6.3142 0.5291 3.2571 -0.09 0.00 0.02 -0.06
C 5.7525 -0.4018 4.1190 0.15 0.01 0.10 -0.07
C 4.4397 -0.7997 3.9639 -0.26 0.06 -0.21 -0.02
H 0.8580 -2.2756 2.9499 0.07 0.04 0.01 0.04
H 1.6165 -1.6882 4.4374 0.02 0.03 0.15 0.10
H 2.5234 -2.7514 3.3597 0.08 -0.08 0.06 0.09
H 3.6296 1.1263 1.3040 -0.13 -0.02 -0.04 0.07
H 5.9532 1.8316 1.5919 0.10 0.09 -0.08 0.11
H 7.3484 0.8165 3.3711 0.09 0.05 0.04 0.11
H 6.3469 -0.8241 4.9140 0.06 -0.04 0.10 0.11
H 4.0211 -1.5120 4.6567 -0.04 -0.16 0.04 0.11
C -1.1127 -1.9440 -5.0505 0.03 0.07 0.09 -0.02
C -0.9628 -0.4674 -4.6726 -0.03 0.11 -0.25 -0.59
C -2.2093 0.3310 -5.0797 0.08 -0.09 -0.09 -0.03
C 0.2767 0.1009 -5.3747 0.03 -0.09 0.12 -0.02
C -0.8264 -0.3425 -3.2224 -0.05 -0.07 -0.16 -0.08
C -0.8108 -0.1884 -2.0192 0.06 0.23 1.32 -0.28
H -1.2885 -2.0393 -6.1199 -0.04 0.02 -0.11 0.09
H -1.9488 -2.3875 -4.5189 -0.14 -0.12 0.03 0.07
H -0.2058 -2.4904 -4.8012 0.03 -0.07 0.04 0.07
H -2.3472 0.2958 -6.1563 0.00 -0.06 -0.23 0.09
H -2.0909 1.3731 -4.7899 -0.04 0.11 0.05 0.07
H -3.1015 -0.0652 -4.5989 -0.02 -0.03 0.01 0.08
H 0.1802 -0.0227 -6.4519 -0.07 0.02 -0.11 0.10
H 1.1698 -0.4294 -5.0521 -0.01 0.01 0.00 0.06
H 0.4048 1.1582 -5.1553 -0.01 0.13 0.02 0.07
```
Positions in Å, forces in eV/Å.

- Largest force on an atom: 2.0 eV/A
- DFT total energy: -273046.8598 eV
- Charge: +1
- LUMO level: -3.86 eV